# 1
Formula: C3H7NO2
Source: the Open Molecules 2025 dataset
Level of theory: ωB97M-V/def2-TZVPD

## Properties
ΔE to the lowest compared entry with this formula, charge and spin in kcal/mol: 73.0
Largest force on an atom in hartree/bohr: 0.0365
E_HOMO in eV: -8.2
LUMO in eV: -0.046

Structure (ORCA input):
```
! wB97M-V def2-TZVPD RIJCOSX def2/J DEFGRID3
* xyz 0 1
C -1.049 -1.833 -0.544
C -1.691 -2.398 -1.554
N -0.138 -0.723 -0.850
H -0.960 -2.261 0.426
H -2.374 -3.193 -1.278
H -1.473 -2.239 -2.592
H -0.164 -0.567 -1.858
H -0.361 0.113 -0.272
H 0.850 -0.921 -0.658
O 0.082 2.402 1.228
C 1.193 1.887 1.143
O 1.439 0.698 0.732
H 2.188 2.312 1.415
*
```

# 2
Formula: C3H4O3
Source: the Open Molecules 2025 dataset
Level of theory: ωB97M-V/def2-TZVPD

## Properties
ΔE to the lowest compared entry with this formula, charge and spin in kcal/mol: 47.6
SMILES: O=CC(=O)CO
Largest force on an atom in hartree/bohr: 0.0328
E_HOMO in eV: -10.4
LUMO in eV: -0.647

Structure (ORCA input):
```
! wB97M-V def2-TZVPD RIJCOSX def2/J DEFGRID3
* xyz 0 1
O 1.586 -1.057 1.652
C 0.452 -1.142 1.258
C -0.149 -0.401 0.056
O -0.885 -1.099 -0.611
C 0.110 1.012 -0.402
O -0.530 1.172 -1.694
H -0.286 -1.872 1.647
H 1.202 1.227 -0.190
H -0.402 1.769 0.186
H -1.098 0.390 -1.901
*
```

# 3
Formula: C3H6S3Si
Source: the Open Molecules 2025 dataset
Level of theory: ωB97M-V/def2-TZVPD

## Properties
ΔE to the lowest compared entry with this formula, charge and spin in kcal/mol: 78.4
Largest force on an atom in hartree/bohr: 0.0689
E_HOMO (spin up / spin down) in eV: -9.4 / -6.9
LUMO (spin up / spin down) in eV: -0.496 / -2.261

Structure (ORCA input):
```
! wB97M-V def2-TZVPD RIJCOSX def2/J DEFGRID3
* xyz 0 1
C 0.453 -1.280 0.162
C 0.403 1.234 0.677
C 1.023 0.110 -0.118
Si -2.318 -0.054 -0.265
S -1.179 -1.762 -0.600
S -1.350 1.658 0.532
S 1.151 0.423 -1.920
H 1.049 -2.248 -0.312
H 0.145 -1.483 1.171
H 0.691 0.972 1.776
H 0.822 2.143 0.290
H 2.061 0.249 0.216
H -2.951 0.038 -1.607
*
```

# 4
Formula: C5H14NO2
Source: the Open Molecules 2025 dataset
Level of theory: ωB97M-V/def2-TZVPD

## Properties
ΔE to the lowest compared entry with this formula, charge and spin in kcal/mol: 53.1
Largest force on an atom in hartree/bohr: 0.0626
E_HOMO in eV: -3.2
LUMO in eV: 3.806

Structure (ORCA input):
```
! wB97M-V def2-TZVPD RIJCOSX def2/J DEFGRID3
* xyz -1 1
C 1.091 -2.106 1.008
C -0.205 -1.896 0.106
N -1.013 -0.767 0.430
C 0.630 0.250 -1.241
C -0.607 0.417 -0.295
C -0.171 1.433 0.813
O 0.423 2.493 0.264
H 1.268 -1.361 1.863
H 2.119 -2.178 0.571
H 0.954 -3.077 1.451
H -0.784 -2.752 0.105
H 0.184 -1.959 -0.963
H -1.053 -0.780 1.460
H 0.275 -0.131 -2.242
H 1.050 1.305 -1.303
H 1.370 -0.424 -0.927
H -1.584 0.601 -0.877
H -1.106 1.613 1.449
H 0.572 0.770 1.391
H -0.821 2.985 -0.349
H -1.015 2.687 -1.725
O -1.578 2.878 -0.990
*
```

# 5
Formula: C21H35BeN5O6
Source: the Open Molecules 2025 dataset
Level of theory: ωB97M-V/def2-TZVPD

## Properties
Largest force on an atom in hartree/bohr: 0.1197
E_HOMO (spin up / spin down) in eV: -0.6 / -3.3
Expectation value of S²: 0.753
LUMO (spin up / spin down) in eV: 2.895 / 2.878

Structure (ORCA input):
```
! wB97M-V def2-TZVPD RIJCOSX def2/J DEFGRID3
* xyz -1 2
Be -0.167 -0.107 0.348
C 3.530 0.140 -2.760
C 3.254 0.900 -1.453
C 3.280 2.441 -1.673
O 2.088 0.423 -0.798
H 3.683 -0.919 -2.556
H 4.508 0.406 -3.159
H 2.816 0.248 -3.577
H 4.108 0.668 -0.816
H 3.219 3.060 -0.778
H 2.585 2.878 -2.390
H 4.238 2.628 -2.157
C -4.397 0.336 1.802
C -2.896 -0.045 1.601
O -2.587 -0.693 0.588
O -2.001 0.358 2.284
H -5.041 -0.355 1.258
H -4.652 1.384 1.646
H -4.727 0.132 2.821
O -0.024 -2.300 2.020
C -0.358 -3.173 2.833
N 0.192 -4.327 2.970
C -1.335 -2.825 3.950
H 0.146 -4.931 3.778
H 0.959 -4.526 2.344
H -0.785 -2.513 4.838
H -2.084 -3.565 4.230
H -1.966 -1.949 3.796
O -0.152 -2.219 -0.964
C 0.123 -2.651 -2.101
N 1.213 -2.424 -2.768
C -0.843 -3.629 -2.795
H 1.769 -1.642 -2.451
H 1.643 -3.172 -3.293
H -0.408 -4.626 -2.854
H -0.939 -3.311 -3.833
H -1.803 -3.844 -2.326
O -0.754 2.657 0.090
C -1.480 3.575 -0.191
N -1.038 4.707 -0.624
C -2.969 3.460 0.007
H -1.657 5.504 -0.650
H -0.040 4.825 -0.728
H -3.501 4.306 -0.427
H -3.218 3.359 1.064
H -3.252 2.544 -0.511
N -1.244 0.744 -1.997
C -2.336 0.119 -2.552
C -2.359 -0.200 -3.927
C -1.235 0.072 -4.725
C -0.149 0.850 -4.170
C -0.227 1.156 -2.840
H -3.059 -0.129 -1.789
H -3.211 -0.806 -4.196
H -1.226 -0.361 -5.715
H 0.661 1.208 -4.788
H 0.466 1.734 -2.247
N 1.569 0.400 2.478
C 0.944 0.848 3.621
C 1.535 0.766 4.906
C 2.891 0.441 4.964
C 3.559 -0.116 3.824
C 2.842 -0.159 2.618
H 0.067 1.455 3.451
H 1.142 1.341 5.731
H 3.213 0.485 5.994
H 4.578 -0.439 3.979
H 3.298 -0.602 1.745
*
```

# 6
Formula: C15H18
Source: the Open Molecules 2025 dataset
Level of theory: ωB97M-V/def2-TZVPD

## Properties
ΔE to the lowest compared entry with this formula, charge and spin in kcal/mol: 63.2
SMILES: CCc1ccccc1.Cc1ccccc1
Largest force on an atom in hartree/bohr: 0.0938
E_HOMO in eV: -8.6
LUMO in eV: 0.895

Structure (ORCA input):
```
! wB97M-V def2-TZVPD RIJCOSX def2/J DEFGRID3
* xyz 0 1
C 1.763 0.822 3.313
C 0.308 0.720 3.679
C -0.502 0.139 2.670
C -1.892 0.439 2.715
C -2.623 -0.388 1.947
C -2.269 -1.597 1.222
C -0.928 -1.703 1.098
C -0.045 -0.835 1.766
H 2.292 -0.032 3.561
H 2.219 1.507 4.015
H 1.968 1.002 2.325
H 0.520 -0.074 4.472
H -0.108 1.603 4.141
H -2.339 1.450 3.104
H -3.682 0.030 1.861
H -3.168 -2.259 0.874
H -0.527 -2.407 0.385
H 0.977 -0.984 1.598
C -0.745 -1.103 -4.209
C 0.121 -0.258 -3.393
C 0.744 0.838 -3.951
C 1.404 1.770 -3.076
C 1.715 1.510 -1.755
C 1.248 0.286 -1.282
C 0.468 -0.587 -2.131
H -1.746 -0.690 -4.681
H -1.181 -1.998 -3.691
H -0.212 -1.435 -5.098
H 0.569 1.006 -4.989
H 1.619 2.720 -3.478
H 2.252 2.155 -1.121
H 1.440 -0.064 -0.211
H 0.344 -1.582 -1.682
*
```

# 7
Formula: C3H8O2
Source: the Open Molecules 2025 dataset
Level of theory: ωB97M-V/def2-TZVPD

## Properties
ΔE to the lowest compared entry with this formula, charge and spin in kcal/mol: 71.8
SMILES: O=CCO.C
Largest force on an atom in hartree/bohr: 0.0550
E_HOMO in eV: -10.2
LUMO in eV: 0.912

Structure (ORCA input):
```
! wB97M-V def2-TZVPD RIJCOSX def2/J DEFGRID3
* xyz 0 1
O 0.123 -1.423 -1.128
C -0.036 -1.080 0.036
C 1.130 -0.274 0.615
O 1.473 0.548 -0.494
H -0.818 -1.517 0.673
H 0.926 0.333 1.505
H 1.953 -0.968 0.793
H 1.239 -0.104 -1.216
C -1.209 0.805 -0.126
H -1.263 1.828 -0.454
H -1.539 0.768 0.926
H -1.933 0.229 -0.723
H -0.047 0.854 -0.407
*
```

# 8
Formula: C31H64BrCaF6IKLiN3O16P2S
Source: the Open Molecules 2025 dataset
Level of theory: ωB97M-V/def2-TZVPD

## Properties
Largest force on an atom in hartree/bohr: 0.1977
E_HOMO in eV: -7.3
LUMO in eV: -5.608

Structure (ORCA input):
```
! wB97M-V def2-TZVPD RIJCOSX def2/J DEFGRID3
* xyz 1 1
C 5.840 1.603 2.190
C 4.200 1.385 1.956
C 3.887 -0.212 1.678
C 2.916 -0.454 0.339
C 1.392 -0.834 0.838
C 0.503 0.517 1.197
C -1.117 0.331 0.995
C -1.769 1.849 1.193
C -3.235 2.043 0.490
C -4.460 2.439 1.499
C -4.117 3.594 2.609
O -3.835 4.931 2.050
C -4.376 5.970 2.955
C -4.211 6.012 4.586
O -5.111 6.957 2.393
O -1.389 -0.263 -0.323
C -0.908 0.514 -1.450
N -2.141 0.825 -2.325
C 0.118 -0.320 -2.474
C 1.280 0.680 -3.106
O 1.912 1.628 -2.395
I 1.731 0.384 -5.271
C -1.788 -0.787 2.055
C -1.832 -0.279 3.609
C -0.371 -0.436 4.409
O -0.574 -0.673 5.870
C 0.575 -0.102 6.591
C 0.408 1.494 6.983
O -3.068 -1.123 1.448
C -3.801 -2.221 2.020
O -4.513 -2.889 0.876
C -3.572 -3.038 -0.253
C -4.162 -4.277 -1.207
P -2.862 -3.600 2.914
O -3.727 -4.955 3.031
S -5.228 -1.717 3.187
C -6.898 -1.905 2.281
O -5.035 -0.331 3.837
O -5.317 -2.744 4.382
H 6.187 2.639 1.716
H 6.476 0.771 1.618
H 6.128 1.585 3.336
H 3.825 2.093 1.095
H 3.695 1.741 2.975
H 4.926 -0.767 1.552
H 3.412 -0.632 2.667
H 2.973 0.542 -0.272
H 3.434 -1.355 -0.246
H 0.831 -1.600 0.143
H 1.529 -1.399 1.881
H 0.810 0.904 2.284
H 0.932 1.361 0.468
H -1.701 2.239 2.309
H -1.027 2.570 0.593
H -3.153 2.935 -0.300
H -3.601 1.109 -0.143
H -4.893 1.442 1.932
H -5.324 2.891 0.810
H -5.104 3.722 3.267
H -3.277 3.281 3.394
H -3.158 5.701 4.989
H -4.571 7.048 5.050
H -4.977 5.207 5.022
H -0.419 1.546 -1.224
H -2.660 -0.057 -2.535
H -1.770 1.246 -3.229
H 0.546 -1.298 -1.996
H -0.528 -0.676 -3.413
H -0.976 -1.664 2.028
H -2.544 -1.037 4.197
H -2.329 0.776 3.779
H 0.149 0.631 4.343
H 0.234 -1.286 3.878
H 0.838 -0.764 7.547
H 1.527 -0.183 5.880
H 0.369 2.112 5.980
H 1.375 1.876 7.558
H -0.540 1.732 7.628
H -3.596 -2.082 -0.950
H -2.477 -3.333 0.064
H -5.123 -3.820 -1.736
H -3.395 -4.566 -2.060
H -4.507 -5.209 -0.581
H -2.444 -3.217 4.267
H -1.640 -3.946 2.217
H -6.893 -1.428 1.212
H -7.055 -3.082 2.163
H -7.779 -1.535 2.962
C 4.171 3.608 -9.503
C 3.862 2.517 -8.482
C 4.531 2.751 -7.108
O 5.926 2.439 -7.073
C 6.769 3.470 -7.564
N 4.236 1.213 -9.048
H 5.183 3.530 -9.911
H 3.481 3.542 -10.352
H 4.057 4.604 -9.061
H 2.777 2.523 -8.323
H 4.061 2.073 -6.385
H 4.351 3.768 -6.739
H 6.385 4.466 -7.330
H 6.911 3.356 -8.640
H 7.749 3.357 -7.091
H 3.941 0.480 -8.402
H 5.259 1.154 -9.026
C 7.181 -0.280 5.018
O 6.182 -0.313 5.777
O 8.211 0.293 5.623
O 7.344 -0.683 3.845
H 7.685 0.436 6.435
Li 4.321 1.009 5.831
F 3.874 -3.720 -10.439
P 4.020 -2.326 -9.759
F 2.710 -1.898 -10.485
F 4.805 -1.857 -11.021
F 4.111 -3.375 -8.609
F 3.269 -1.389 -8.767
F 5.355 -1.718 -9.231
Ca 2.221 0.265 -8.795
Br -3.779 3.547 5.517
K -0.179 -2.693 6.799
C -5.516 -8.047 2.897
N -5.661 -8.889 1.679
O -5.711 -10.114 1.840
O -5.720 -8.296 0.595
H -5.477 -8.698 3.773
H -4.589 -7.479 2.797
H -6.383 -7.386 2.946
*
```

# 9
Formula: C6H9N
Source: the Open Molecules 2025 dataset
Level of theory: ωB97M-V/def2-TZVPD

## Properties
ΔE to the lowest compared entry with this formula, charge and spin in kcal/mol: 58.6
SMILES: C/N=C/[C@@H]1C=CC1
Largest force on an atom in hartree/bohr: 0.0146
E_HOMO in eV: -9.3
LUMO in eV: 1.202

Structure (ORCA input):
```
! wB97M-V def2-TZVPD RIJCOSX def2/J DEFGRID3
* xyz 0 1
C -1.607 1.011 1.822
N -0.959 0.803 0.550
C 0.293 0.646 0.614
C 1.090 0.137 -0.517
C 0.310 0.174 -1.798
C 0.152 -1.141 -1.844
C 1.009 -1.436 -0.639
H -2.262 0.157 2.004
H -2.215 1.908 1.757
H -0.950 1.086 2.707
H 0.849 0.795 1.538
H 2.113 0.526 -0.482
H -0.065 0.980 -2.413
H -0.322 -1.763 -2.582
H 0.576 -2.017 0.190
H 1.977 -1.861 -0.915
*
```

# 10
Formula: C20H52N2O6P
Source: the Open Molecules 2025 dataset
Level of theory: ωB97M-V/def2-TZVPD

## Properties
Largest force on an atom in hartree/bohr: 0.0766
E_HOMO in eV: -11.1
LUMO in eV: -2.763

Structure (ORCA input):
```
! wB97M-V def2-TZVPD RIJCOSX def2/J DEFGRID3
* xyz 1 1
C 4.835 3.332 -0.598
C 4.287 2.076 0.318
O 2.927 2.401 0.780
C 2.134 1.143 0.722
N 1.470 0.900 -0.618
C 0.724 -0.428 -0.497
C -0.865 -0.337 -0.892
N -1.616 0.773 -0.187
C -0.802 2.068 -0.138
P -2.038 3.478 -0.584
C -3.484 3.223 0.696
O -1.405 5.051 -0.190
C 0.549 2.040 -1.066
H 4.633 3.033 -1.724
H 5.944 3.640 -0.383
H 4.161 4.285 -0.379
H 4.281 1.111 -0.376
H 4.990 1.840 1.231
H 1.344 1.177 1.615
H 2.821 0.198 0.966
H 2.218 0.762 -1.361
H 1.236 -1.288 -1.140
H 0.784 -0.764 0.645
H -1.023 -0.190 -2.051
H -1.364 -1.355 -0.537
H -2.467 0.986 -0.778
H -0.446 2.255 0.975
H -4.181 2.367 0.308
H -4.032 4.225 0.962
H -2.939 2.789 1.665
H -2.147 5.487 0.359
H 0.340 1.857 -2.221
H 1.126 3.082 -1.012
C -4.796 0.079 -3.831
C -3.828 -0.993 -3.356
C -4.376 -2.388 -3.613
O -3.589 -0.829 -1.961
H -5.751 0.009 -3.298
H -4.394 1.077 -3.629
H -4.989 -0.011 -4.905
H -2.867 -0.875 -3.870
H -5.315 -2.545 -3.071
H -3.674 -3.149 -3.255
H -4.556 -2.551 -4.680
H -4.436 -0.932 -1.497
C -0.881 -1.633 3.797
C -1.903 -2.747 3.632
C -1.302 -3.949 2.921
O -3.013 -2.261 2.882
H -0.524 -1.281 2.823
H -1.330 -0.770 4.299
H -0.021 -1.971 4.383
H -2.278 -3.050 4.615
H -0.960 -3.680 1.916
H -2.052 -4.738 2.799
H -0.454 -4.356 3.482
H -2.689 -1.990 2.008
C -3.916 -8.797 0.541
C -3.299 -8.014 1.690
C -4.149 -8.111 2.946
O -3.169 -6.645 1.312
H -4.906 -8.404 0.286
H -3.299 -8.707 -0.360
H -4.014 -9.857 0.794
H -2.293 -8.394 1.896
H -5.148 -7.694 2.777
H -3.700 -7.533 3.761
H -4.255 -9.151 3.271
H -4.058 -6.300 1.127
C 8.455 7.789 -0.442
C 7.963 6.386 -0.761
C 7.678 6.223 -2.246
O 6.773 6.123 -0.021
H 7.700 8.538 -0.705
H 8.643 7.895 0.632
H 9.378 8.016 -0.984
H 8.713 5.652 -0.448
H 6.896 6.917 -2.573
H 7.313 5.213 -2.459
H 8.578 6.404 -2.842
H 6.101 6.770 -0.293
*
```

# 11
Formula: H2O
Source: the Open Molecules 2025 dataset
Level of theory: ωB97M-V/def2-TZVPD

## Properties
ΔE to the lowest compared entry with this formula, charge and spin in kcal/mol: 0.0
SMILES: O
Largest force on an atom in hartree/bohr: 0.0049
E_HOMO in eV: -11.6
LUMO in eV: 1.100

Structure (ORCA input):
```
! wB97M-V def2-TZVPD RIJCOSX def2/J DEFGRID3
* xyz 0 1
O 0.084 -0.265 -0.274
H -0.183 0.645 -0.402
H 0.098 -0.380 0.676
*
```

# 12
Formula: C3H5N3O8
Source: the Open Molecules 2025 dataset
Level of theory: ωB97M-V/def2-TZVPD

## Properties
ΔE to the lowest compared entry with this formula, charge and spin in kcal/mol: 33.2
SMILES: CCOC(O[N+](=O)[O-])([N+](=O)[O-])[N+](=O)[O-]
Largest force on an atom in hartree/bohr: 0.0592
E_HOMO in eV: -11.3
LUMO in eV: -0.934

Structure (ORCA input):
```
! wB97M-V def2-TZVPD RIJCOSX def2/J DEFGRID3
* xyz 0 1
C 2.000 0.596 -0.488
C 1.586 -0.750 0.190
O 0.344 -0.760 0.933
C -0.729 -0.447 0.221
O -0.817 0.739 -0.515
N -0.943 2.156 -0.090
O -0.797 2.337 1.056
O -0.937 2.852 -1.039
N -1.135 -1.593 -0.824
O -0.220 -1.963 -1.498
O -2.300 -1.903 -0.865
N -1.886 -0.500 1.295
O -2.916 0.028 1.014
O -1.624 -1.100 2.301
H 3.107 0.491 -0.686
H 1.541 0.800 -1.505
H 1.593 1.346 0.166
H 2.278 -0.868 0.970
H 1.854 -1.463 -0.636
*
```

# 13
Formula: C5H7N
Source: the Open Molecules 2025 dataset
Level of theory: ωB97M-V/def2-TZVPD

## Properties
ΔE to the lowest compared entry with this formula, charge and spin in kcal/mol: 94.0
SMILES: CC1C=C1.C#N
Largest force on an atom in hartree/bohr: 0.0661
E_HOMO in eV: -9.4
LUMO in eV: 1.012

Structure (ORCA input):
```
! wB97M-V def2-TZVPD RIJCOSX def2/J DEFGRID3
* xyz 0 1
C 2.106 -0.117 0.517
C 1.281 0.477 -0.561
C -0.154 -0.165 -0.599
C -0.051 1.075 -0.195
H 1.671 -0.061 1.548
H 3.115 0.361 0.574
H 2.375 -1.090 0.310
H 1.657 0.636 -1.551
H -0.601 -1.023 -0.997
H -0.475 2.000 0.035
C -3.626 -0.676 0.225
N -2.900 -1.386 0.738
H -4.398 -0.029 -0.044
*
```